# 1
Molecular formula: C22H37ClNO2OsP3
Method: DFT, ωB97M-V with the def2-TZVPD basis set

Geometry as XYZ:
```
67
Properties=species:S:1:pos:R:3:forces:R:3
P 4.676908 -1.664599 0.284187 4.7 2.2 1.4
C 4.731975 -0.985933 2.066655 -1.3 -1.1 -0.8
H 5.689078 -1.036950 2.582331 0.2 -0.4 -0.4
H 3.968593 -1.549337 2.608868 0.2 0.3 0.4
H 4.431049 0.050974 1.942875 -0.1 -0.1 0.3
C 6.349569 -2.616247 -0.128263 -1.4 -0.8 -0.4
H 6.346272 -2.701596 -1.240405 0.1 -0.1 0.8
H 6.275203 -3.631165 0.336986 0.1 0.8 -0.5
H 7.281037 -2.100200 0.212728 -1.1 0.1 0.0
C 4.835587 0.009902 -0.530432 -1.7 -1.0 -0.5
H 5.836640 0.392267 -0.724835 0.3 -0.5 0.2
H 4.289405 0.712527 0.113218 0.1 -0.2 -0.5
H 4.296320 -0.128594 -1.476641 0.2 0.6 -0.1
P -1.530955 4.463073 -0.475437 -1.2 0.8 -0.2
C -1.609259 4.951398 1.265839 0.6 -0.8 -0.1
H -2.182273 5.893872 1.358008 0.3 -0.4 0.0
H -0.558490 5.042816 1.612925 -0.7 0.2 0.0
H -2.096080 4.122676 1.806453 0.1 0.5 0.0
C -0.742659 5.789723 -1.396117 0.5 -0.1 0.0
H -1.015114 5.862639 -2.461507 0.0 -0.1 0.5
H 0.350578 5.664691 -1.308868 -0.4 0.3 0.0
H -1.065906 6.678246 -0.822878 0.3 0.0 -0.4
C -3.241483 4.199679 -1.085355 0.2 -0.6 -0.1
H -3.834674 5.097314 -0.819168 0.2 -0.4 -0.2
H -3.692016 3.300202 -0.615969 0.2 0.6 -0.1
H -3.237278 4.037414 -2.181063 0.0 0.3 0.6
P -3.401159 -2.147375 0.617605 -1.2 -3.3 0.3
C -3.751190 -2.680680 2.317817 0.3 0.6 0.8
H -4.411163 -3.573732 2.324053 0.2 0.4 -0.5
H -4.259309 -1.875197 2.882828 0.1 -0.4 -0.2
H -2.819948 -2.953045 2.851434 -0.3 0.3 -0.4
C -4.903545 -2.112415 -0.387059 -0.4 0.6 -0.5
H -5.767286 -2.564835 0.134659 0.5 0.2 0.1
H -4.746332 -2.679439 -1.320612 0.2 0.2 0.3
H -5.164159 -1.075696 -0.653239 -0.1 -0.3 0.0
C -2.142895 -3.190579 -0.140305 0.7 0.0 -0.3
H -2.570485 -3.788288 -0.958927 -0.2 0.3 0.2
H -1.696272 -3.888274 0.583108 -0.2 0.4 0.1
H -1.343065 -2.565274 -0.554263 0.0 0.0 0.1
Os 0.492450 0.160493 -1.860963 1.1 0.6 6.4
C 0.234502 0.920535 -0.247125 -1.6 4.8 6.7
O 0.063737 1.554820 0.774384 0.7 -1.4 -3.9
C -2.737193 -0.474928 0.666853 2.9 5.6 0.0
O -2.342073 0.614974 0.677915 -2.6 -4.6 0.1
C -1.221166 0.486185 -3.111934 -1.2 0.4 -0.4
C -0.954062 -0.886540 -2.975958 -1.0 -2.0 -0.4
C 0.375725 -1.398687 -3.105981 0.7 -0.9 -3.0
C 1.426699 -0.468666 -3.500273 -0.3 -1.8 -3.2
C 1.085828 0.916832 -3.672443 2.4 0.2 -2.1
C -0.193193 1.399410 -3.395981 -0.8 1.3 -1.4
H -2.193043 0.907151 -2.883204 -0.1 -0.3 0.0
H -1.745468 -1.618381 -2.691465 0.6 0.9 -0.3
H 0.616409 -2.449883 -2.978198 -0.2 0.2 0.0
H 2.406671 -0.867487 -3.732594 0.0 0.3 0.1
H 1.896405 1.614639 -3.942855 -0.5 -0.4 0.4
H -0.389740 2.476711 -3.371769 0.1 -0.5 -0.2
Cl -0.278424 -0.350293 5.330904 0.1 -0.1 0.0
C 0.160330 -1.015831 3.816191 -0.1 0.1 -0.5
C 0.810097 -2.249383 3.711673 -0.2 0.2 0.1
C 1.120741 -2.747928 2.452004 0.1 0.2 -0.1
C 0.818492 -1.963455 1.338451 -0.1 -0.7 0.6
N 0.137913 -0.839711 1.448969 -0.6 0.0 0.3
C -0.184464 -0.329832 2.644454 0.5 -1.5 0.4
H 1.043610 -2.770890 4.630270 0.1 -0.2 -0.1
H 1.577177 -3.720109 2.312326 0.2 0.1 0.2
H 1.117760 -2.265995 0.333888 -0.2 0.0 0.1
H -0.720911 0.606258 2.711207 0.1 0.1 -0.1
```
Positions in Å, forces in eV/Å.

Summary:
**Kohn-Sham gap (alpha / beta)**: 3.38 / 4.82 eV
**LUMO level (alpha / beta)**: -14.1 / -13.8 eV
**E_tot**: -2638.83954 Ha
**ΔE to the lowest compared entry with this formula, charge and spin**: 0.0 kJ/mol
**Spin multiplicity**: 5
**Charge**: +4



# 2
Molecular formula: C22H37FI2N4O6P
Method: DFT, ωB97M-V with the def2-TZVPD basis set

Geometry as XYZ:
```
73
Properties=species:S:1:pos:R:3:forces:R:3
C 5.692870 2.723631 -0.635787 -0.1 -0.2 0.2
C 4.699335 2.216032 -1.679701 -0.3 0.9 0.5
C 3.218923 2.376918 -1.251976 0.6 -0.8 -0.4
C 2.705470 1.119336 -0.514702 0.6 0.6 0.5
C 3.219213 1.127832 0.941061 -0.1 0.0 0.0
C 1.187544 0.954274 -0.606571 0.1 0.9 -0.6
P 0.452669 2.585575 -0.022226 0.2 0.8 0.9
O 1.148773 3.175169 1.123219 0.0 -0.4 0.1
O 0.443672 3.531061 -1.300389 -0.2 -0.5 -0.1
O -1.077820 2.264973 0.314098 0.3 -0.1 -0.3
O 0.883844 0.849762 -2.040887 -0.3 -0.3 0.5
C -0.386776 0.539779 -2.389461 0.1 -0.1 -0.9
F -1.150342 1.667615 -2.497065 -0.2 0.2 0.0
I -0.238073 -0.171992 -4.446084 0.0 0.0 0.3
N -1.132802 -0.319306 -1.470403 0.5 -0.6 0.3
C -2.099605 -1.280184 -1.983117 -0.8 -0.4 -0.5
C -1.567666 -2.688506 -2.231586 -0.9 -0.2 -0.4
C -2.676240 -3.462921 -2.942552 0.1 0.2 0.3
O -1.259793 -3.307433 -0.988505 0.5 0.2 0.0
C -0.734335 -0.344945 -0.182912 0.7 0.6 0.1
N -1.506378 -0.461996 0.857879 -1.1 -0.5 -0.3
C -0.990006 -0.545245 2.236426 0.3 -0.1 0.4
C -0.719646 0.778094 2.924276 -0.2 0.1 0.4
C -1.963578 1.592478 3.266842 0.4 0.0 -0.2
O -1.641526 2.929059 3.588033 -0.1 0.1 0.2
C -2.963702 -0.508706 0.709357 0.6 -0.4 0.3
C -3.600816 -1.692625 1.066348 -0.6 0.3 0.0
C -4.988815 -1.727455 0.941732 0.5 0.8 -0.2
C -5.612254 -0.572774 0.467290 0.0 -0.2 0.0
C -4.859571 0.545129 0.118272 0.0 -0.7 0.3
N -3.529206 0.578499 0.239789 -0.3 0.0 -0.1
N 0.651606 -0.181945 0.091887 -0.2 0.1 -0.4
C 1.276577 -1.522048 0.012431 0.1 -0.3 0.8
I 2.154488 -2.179376 -1.851121 -0.1 -0.1 -0.1
C 2.271785 -1.847248 1.132761 0.5 -0.1 -0.6
C 2.396640 -3.363956 1.331718 0.0 0.2 -0.3
H 5.354746 3.666221 -0.210562 -0.1 0.2 0.0
H 6.670687 2.905027 -1.070320 0.2 -0.1 -0.1
H 5.803395 2.033222 0.195530 0.1 -0.1 0.1
H 4.817079 2.871695 -2.538191 0.1 -0.3 -0.4
H 4.916346 1.186224 -1.947890 0.0 -0.1 -0.3
H 2.650482 2.525972 -2.164308 -0.2 0.1 0.0
H 3.167613 3.252488 -0.616030 -0.4 0.2 0.0
H 3.188217 0.305581 -1.043723 -0.4 -0.4 -0.1
H 2.464238 0.818366 1.654537 -0.1 -0.1 0.1
H 4.077845 0.473688 1.051659 0.1 -0.1 0.0
H 3.522185 2.122048 1.240340 0.0 0.2 0.0
H -0.023059 4.351583 -1.099680 0.2 0.3 -0.1
H -1.690558 2.936430 -0.002098 -0.3 -0.1 0.0
H -2.931214 -1.432506 -1.305245 0.0 0.3 0.3
H -2.585336 -0.926874 -2.885238 0.3 0.5 -0.2
H -0.711538 -2.698118 -2.893928 0.5 0.1 0.4
H -2.874142 -3.050632 -3.927516 0.0 0.0 -0.1
H -3.600438 -3.408710 -2.362945 -0.1 0.0 0.0
H -2.398131 -4.507091 -3.032327 0.1 -0.1 -0.1
H -2.063407 -3.729360 -0.674066 -0.1 -0.2 0.1
H -1.718380 -1.104533 2.816508 -0.2 0.0 -0.1
H -0.084904 -1.138186 2.261457 0.1 -0.1 -0.3
H 0.002935 1.394743 2.399987 0.1 0.0 -0.3
H -0.251108 0.521304 3.875618 0.2 -0.1 0.1
H -2.659855 1.626867 2.431956 -0.1 -0.1 -0.1
H -2.444835 1.109504 4.118705 -0.3 0.1 0.1
H -0.689991 3.056367 3.567138 0.1 0.0 0.0
H -3.043881 -2.544182 1.422820 0.1 -0.1 0.1
H -5.553069 -2.605936 1.206062 -0.1 -0.1 0.0
H -6.685862 -0.537174 0.369514 -0.1 0.0 0.0
H -5.360121 1.425298 -0.250518 0.1 0.2 -0.1
H 0.461676 -2.227781 0.147590 -0.2 0.0 -0.3
H 2.008403 -1.320649 2.044442 -0.2 0.0 0.1
H 3.245064 -1.487262 0.818283 0.1 0.3 0.3
H 2.552181 -3.619872 2.372466 0.0 0.0 0.2
H 1.524348 -3.889124 0.946383 -0.2 -0.1 0.2
H 3.237944 -3.731178 0.755207 0.1 -0.2 0.0
```
Positions in Å, forces in eV/Å.

Summary:
**Kohn-Sham gap**: 8.88 eV
**LUMO level**: -3.1 eV
**E_tot**: -2567.41326 Ha
**Structure (SMILES)**: CCC[C@@H](C)[C@@]1(P(=O)(O)O)O[C@@](F)(I)N(C[C@H](C)O)C(N(CCCO)c2ccccn2)=[N+]1[C@@H](I)CC
**Charge**: +1



# 3
Molecular formula: C22H37MnNOSi3Te
Method: DFT, ωB97M-V with the def2-TZVPD basis set

Geometry as XYZ:
```
66
Properties=species:S:1:pos:R:3:forces:R:3
Mn -1.894290 0.388476 -0.206476 0.2 0.3 0.2
C -3.905880 -0.196876 0.411918 0.0 0.0 0.0
C -3.261083 0.264424 1.578521 0.0 0.1 0.0
C -2.928975 1.623190 1.369392 0.0 0.0 0.0
C -3.347410 1.998425 0.077394 0.0 0.0 0.0
C -3.956969 0.866380 -0.529368 -0.1 -0.1 0.0
H -4.268565 -1.198930 0.245704 0.0 0.0 0.0
H -2.998295 -0.327674 2.440398 0.0 0.0 0.0
H -2.426128 2.262138 2.071383 0.0 0.0 0.0
H -3.188979 2.957620 -0.389144 0.0 0.0 0.0
H -4.348210 0.813535 -1.532316 0.0 0.0 0.0
C -0.977225 -2.866819 2.719673 0.0 0.1 0.0
O -0.786131 -1.524008 2.372763 0.0 0.0 0.0
Si 0.621413 -0.964343 1.628892 0.0 0.0 0.0
C 1.847239 -0.894990 3.089758 0.0 0.0 0.0
C 1.362864 -2.368812 0.608555 0.0 0.0 0.0
C 0.315993 0.614113 0.774619 0.1 -0.1 -0.1
Si 1.612693 0.906429 -0.519176 0.0 0.0 0.0
C 1.575068 -0.233521 -2.011439 0.0 0.0 0.0
C 3.415852 0.685581 0.104573 0.0 0.0 0.0
C 1.652465 2.683008 -1.169666 0.0 0.0 0.0
Si 0.275624 2.032568 1.938231 0.0 0.1 0.1
C 1.954399 2.669514 2.601861 0.0 0.0 0.0
C -0.461604 3.631407 1.209473 0.0 0.0 0.0
C -0.618200 1.650301 3.585016 0.0 0.0 0.0
H -0.154041 -3.260011 3.335653 0.0 0.0 0.0
H -1.079304 -3.496001 1.829091 0.0 0.0 0.0
H -1.898763 -2.948035 3.305733 0.0 0.0 0.0
H 1.940430 -1.887595 3.545919 0.0 0.0 0.0
H 1.529895 -0.198814 3.868275 0.0 0.0 0.0
H 2.839684 -0.589978 2.745394 0.0 0.0 0.0
H 1.338714 -3.298112 1.187632 0.0 0.0 0.0
H 2.411060 -2.150340 0.387619 0.0 0.0 0.0
H 0.834014 -2.537184 -0.327738 0.0 0.0 0.0
H 2.134722 -1.154600 -1.832430 0.0 0.0 0.0
H 2.015663 0.274045 -2.875134 0.0 0.0 0.0
H 0.554646 -0.497954 -2.272413 0.0 0.0 0.0
H 3.610939 -0.333946 0.447874 0.0 0.0 0.0
H 3.668989 1.364469 0.920434 0.0 0.0 0.0
H 4.101490 0.886494 -0.727241 0.0 0.0 0.0
H 0.696436 2.969351 -1.606734 0.0 0.0 0.0
H 2.413419 2.734453 -1.956458 0.0 0.0 0.0
H 1.926966 3.403250 -0.395244 0.0 0.0 0.0
H 2.562658 3.125516 1.817801 0.0 0.0 0.0
H 2.539950 1.872601 3.066024 0.0 0.0 0.0
H 1.760647 3.436513 3.361726 0.0 0.0 0.0
H 0.332476 4.356682 1.015118 0.0 0.0 0.0
H -1.173937 4.097315 1.897850 0.0 0.0 0.0
H -0.971256 3.434298 0.265489 0.0 0.0 0.0
H 0.117236 1.433769 4.364693 0.0 0.0 0.0
H -1.280033 0.787035 3.507443 0.0 0.0 0.0
H -1.205167 2.511104 3.922664 0.0 0.0 0.0
N -1.230766 1.829450 -2.936065 0.0 0.0 0.0
C -1.377425 1.263974 -1.928662 0.0 0.0 0.0
Te -1.963846 -2.124185 -1.213224 0.0 -0.2 -0.2
C -0.943766 -2.492662 -3.042539 -0.1 0.1 0.1
C -0.932686 -1.536575 -4.064223 0.0 -0.1 0.0
C -0.309111 -1.800530 -5.275264 0.0 0.0 0.0
C 0.310641 -3.025031 -5.502760 0.0 0.0 0.0
C 0.307407 -3.980047 -4.495769 0.0 0.0 0.0
C -0.310263 -3.712767 -3.278809 0.0 0.0 0.0
H -1.386728 -0.567847 -3.892437 0.0 0.0 0.0
H -0.298600 -1.035358 -6.044049 0.0 0.0 0.0
H 0.800586 -3.227103 -6.449288 0.0 0.0 0.0
H 0.797339 -4.936066 -4.652905 0.0 0.0 0.0
H -0.295980 -4.460713 -2.493582 0.0 0.0 0.0
```
Positions in Å, forces in eV/Å.

Summary:
**Kohn-Sham gap (alpha / beta)**: 5.33 / 5.34 eV
**LUMO level (alpha / beta)**: 4.5 / 4.5 eV
**E_tot**: -3278.10915 Ha
**ΔE to the lowest compared entry with this formula, charge and spin**: 0.0 kJ/mol
**Spin multiplicity**: 2
**Charge**: -2



> Which of these has the lowest E_tot?

C22H37MnNOSi3Te



> Which formula does entry 2 have?

C22H37FI2N4O6P



> The lowest charge belongs to which entry?

C22H37MnNOSi3Te